The following is a quantum chemistry calculation of C8H10N2O3S2 as an isolated structure, from the Open Molecules 2025 dataset.

Structure (XYZ):
```
25
C8H10N2O3S2 (ωB97M-V/def2-TZVPD)
C 0.4893 -0.3389 -0.7469
C -0.8019 0.2121 -1.1464
C 0.5701 -0.3694 0.6027
C -1.6194 0.6021 -0.1024
C -1.2391 0.2684 -2.4993
C 2.5411 0.5635 1.7443
C 2.5265 -1.7652 0.9334
C 1.6829 -0.7234 1.6298
N -3.8089 2.6288 -1.2654
N -2.5190 0.7124 -2.6177
O -0.5332 0.0638 -3.4574
O -4.5931 0.2353 -1.0529
O 0.9987 -1.0153 2.8024
S -0.8637 0.3173 1.3987
S -3.5080 1.0978 -1.2896
H 1.2626 -0.7246 -1.3462
H 3.3795 0.4135 2.3556
H 2.9528 1.0028 0.8920
H 2.1844 1.4120 2.3432
H 2.0655 -2.7505 0.9917
H 3.3562 -1.9920 1.5560
H 2.9088 -1.3833 -0.1063
H -4.7818 2.8121 -0.9897
H -3.0240 0.5142 -3.4529
H 0.3738 -1.7935 2.8234
```

The following is a quantum chemistry calculation of a 15-piece molecular cluster, C33H78N9O27 overall, from the Open Molecules 2025 dataset.

Structure (XYZ):
```
147
Properties=species:S:1:pos:R:3
C -2.4884 -5.7436 -4.7610
C -3.0158 -4.3646 -4.4013
O -3.4517 -3.6529 -5.2661
N -2.9737 -3.9555 -2.9603
H -3.9262 -3.9449 -2.6245
H -2.3830 -4.5459 -2.3923
C -2.3334 -2.6053 -2.7994
H -3.1530 -6.6048 -4.6921
H -1.5658 -5.7691 -4.1811
H -2.0975 -5.7521 -5.7784
H -3.0670 -1.9574 -3.2791
H -1.3494 -2.4857 -3.2529
H -2.1766 -2.3338 -1.7554
C 6.9674 2.4889 -3.8625
C 7.5847 2.4564 -2.4797
O 8.7308 2.7191 -2.2019
N 6.6791 2.2471 -1.3033
H 7.0037 2.9270 -0.6306
H 5.6995 2.3930 -1.5014
C 6.6218 0.7705 -0.9488
H 5.8844 2.4978 -3.7389
H 7.2798 1.5861 -4.3874
H 7.4600 3.2927 -4.4097
H 5.7835 0.3052 -1.4673
H 6.3728 0.9593 0.0955
H 7.6209 0.3568 -1.0857
C 2.4746 -4.9197 -5.4949
C 1.6081 -4.5569 -4.3969
O 0.4934 -4.0576 -4.6099
N 2.1846 -4.6519 -2.9955
H 1.4218 -4.9593 -2.4091
H 2.8659 -5.3942 -2.9253
C 2.7752 -3.3444 -2.5052
H 1.9290 -5.1748 -6.4034
H 2.9631 -5.8808 -5.3348
H 3.2066 -4.1691 -5.7929
H 1.9215 -2.7230 -2.2347
H 3.3286 -3.0148 -3.3845
H 3.3389 -3.7072 -1.6457
C -0.7829 0.3869 -4.2953
C -0.5757 -0.7087 -5.3816
O -1.2116 -1.7577 -5.5186
N 0.6129 -0.3881 -6.2927
H 0.4964 0.4987 -6.7617
H 1.5138 -0.3187 -5.8414
C 0.8699 -1.4853 -7.3568
H 0.0712 0.7452 -3.7206
H -1.4861 -0.0918 -3.6138
H -1.4780 1.0728 -4.7794
H -0.0002 -1.7374 -7.9630
H 1.0106 -2.4062 -6.7908
H 1.7644 -1.1370 -7.8732
C 2.0752 0.2398 -0.6713
C 0.8101 -0.4115 -0.0227
O 0.1649 -1.2291 -0.6204
N 0.4687 -0.1315 1.4213
H 0.6505 -0.9624 1.9660
H 1.1317 0.4527 1.9105
C -0.9303 0.6340 1.6480
H 2.9103 -0.2938 -1.1252
H 2.7976 0.6918 0.0084
H 1.7664 1.0208 -1.3661
H -1.3473 0.4470 2.6375
H -1.5819 0.1980 0.8908
H -0.9382 1.7232 1.6072
C 0.7243 0.9849 5.8012
C -0.1257 0.5627 7.0031
O -0.3137 -0.6320 7.3019
N -0.8951 1.6912 7.7055
H -0.3576 2.5370 7.5793
H -1.7327 1.9291 7.1937
C -1.1510 1.3780 9.1644
H 0.5948 2.0666 5.7655
H 0.2800 0.5720 4.8956
H 1.7521 0.6434 5.6778
H -1.3088 2.3674 9.5936
H -0.2674 0.8858 9.5709
H -2.0310 0.7591 9.3392
C -4.6415 1.1754 1.0078
C -6.1656 1.2039 1.3424
O -6.9053 0.2289 1.2429
N -6.7263 2.4992 1.9615
H -6.4036 2.5697 2.9159
H -6.3979 3.2970 1.4364
C -8.2460 2.5689 1.7766
H -4.1650 1.7250 0.1960
H -4.2531 0.1912 0.7457
H -4.1306 1.3639 1.9521
H -8.6137 2.3492 0.7743
H -8.6603 3.4976 2.1691
H -8.6872 1.8859 2.5026
C -2.2252 -4.0340 1.1855
C -3.2794 -3.0418 1.5964
O -3.1588 -1.8390 1.4378
N -4.6186 -3.5648 2.1142
H -4.5281 -4.5515 2.3098
H -4.8106 -3.1333 3.0070
C -5.6785 -3.3347 1.1263
H -1.7837 -4.1964 2.1688
H -1.6196 -3.5658 0.4095
H -2.6168 -5.0055 0.8841
H -5.7267 -2.2464 1.0901
H -6.5851 -3.8338 1.4685
H -5.3103 -3.7197 0.1754
C -0.4184 6.2028 4.9673
C -1.2665 6.0953 3.7496
O -1.2923 6.9127 2.8358
N -1.7340 4.5551 3.5446
H -0.9700 3.9233 3.7377
H -2.3693 4.3419 4.3002
C -2.2594 4.2782 2.1275
H 0.4207 5.5110 4.8942
H -0.8646 6.2904 5.9579
H 0.0048 7.2006 4.8518
H -2.6946 3.2796 2.1665
H -1.4235 4.3642 1.4332
H -3.0689 4.9349 1.8089
O 2.1556 2.2081 2.0882
C 1.7701 3.2885 2.9324
O 0.6775 3.1768 3.4978
O 2.3331 4.3826 2.8674
H 2.9609 2.5602 1.7019
O 4.4847 3.7182 -0.1827
C 3.6284 3.5436 -1.2051
O 3.9255 2.7049 -2.0646
O 2.6482 4.3100 -1.2288
H 4.0058 4.5186 0.0442
O 5.0399 -2.0828 2.7690
C 4.3048 -1.6534 1.7955
O 3.6557 -2.4105 0.9988
O 4.2900 -0.4167 1.8047
H 5.3436 -1.2139 3.0415
O 4.5191 -0.4360 -3.6189
C 3.4764 -0.3919 -4.5138
O 2.7552 0.5860 -4.4763
O 3.2614 -1.2458 -5.4146
H 4.2578 0.4568 -3.3819
O -0.2052 3.0013 -0.4450
C -0.9013 2.8028 -1.5688
O -1.9405 2.2266 -1.5474
O -0.6049 3.3138 -2.6214
H 0.5740 3.5062 -0.6890
O -1.1125 -1.6826 4.2117
C -0.2339 -2.6217 4.2231
O 0.7799 -2.3800 3.5279
O -0.3877 -3.7580 4.7113
H -1.7573 -1.9188 4.8825
```

Properties
Charge: +3

The following is a quantum chemistry calculation of C4H8 in the gas phase, from the Open Molecules 2025 dataset.

Structure (XYZ):
```
12
Properties=species:S:1:pos:R:3
C 1.5545 0.0036 -0.1307
C 0.1518 -0.0239 0.4854
C -0.9240 0.7640 -0.1464
C -0.9681 -0.7520 -0.1427
H 2.0600 0.9369 0.1253
H 1.4857 -0.1420 -1.2404
H 2.1992 -0.8110 0.2636
H 0.1621 0.0338 1.5895
H -1.6329 1.2606 0.5025
H -0.7617 1.2680 -1.1095
H -1.6995 -1.1936 0.5079
H -0.6988 -1.3031 -1.0328
```

Properties
SMILES: CC1CC1

Which total energy belongs to each record? In order, -39246.88814; -104142.91739; -4276.77941 eV.
Which relative energy (zero: lowest compared OMol25 entry of this formula, charge and spin) belongs to each record? In order, 142.7; 855.4; 39.9 kJ/mol.
Which frontier orbital gap belongs to each record? In order, 8.7; 3.3; 11.7 eV.